ORCA calculation (ωB97M-V/def2-TZVPD) on an isolated molecule of CH4N2O3S.

Computed properties:
- LUMO level: 0.558 eV
- Electronic energy: -773.92585 Eh

Element x y z (Å)
N (-0.2026, 2.2151, 0.2432)
C (-0.4311, 0.9590, -0.1448)
N (0.1078, -0.0203, 0.4606)
S (-0.1146, -1.5475, -0.1030)
O (-0.7884, -1.5528, -1.3586)
O (-0.5837, -2.3651, 0.9654)
O (1.4239, -1.9150, -0.3586)
H (-0.6414, 3.0025, -0.1959)
H (0.4369, 2.3607, 1.0079)
H (-1.0936, 0.8166, -1.0006)
H (1.8868, -1.9533, 0.4845)

Forces on the atoms, in the same order (eV/Å):
N 0.1 0.2 0.2
C -0.5 0.0 -0.6
N 0.4 -0.7 0.5
S 0.3 0.5 0.5
O 0.3 -0.1 -0.2
O 0.0 0.1 0.0
O -0.6 0.0 -0.7
H 0.0 -0.1 0.0
H -0.1 0.1 0.0
H 0.0 0.1 0.0
H 0.0 0.0 0.3

These are the natural (NBO) partial charges, in e, on atoms 1 to 6:
1 N -0.77
2 C 0.33
3 N -0.82
4 S 2.48
5 O -0.93
6 O -0.93



ORCA calculation (ωB97M-V/def2-TZVPD) on an isolated molecule of CH4N2O3S in a non-equilibrium geometry.

Computed properties:
- LUMO level: 0.314 eV
- Electronic energy: -773.87243 Eh

Element x y z (Å)
N (1.2370, 1.1642, -0.8099)
C (-0.2103, 1.1854, -0.1621)
O (-1.1855, 1.8149, -0.4434)
S (-0.4443, -0.2813, 1.0411)
N (-0.4164, -1.4076, -0.2262)
O (-1.6845, -0.2290, 1.7363)
O (0.7502, -0.2849, 1.8769)
H (1.1844, 1.3215, -1.7728)
H (1.9068, 0.4021, -0.4967)
H (-1.3114, -1.4428, -0.6994)
H (0.1740, -2.2426, -0.0438)

Forces on the atoms, in the same order (eV/Å):
N -2.8 -0.7 4.0
C 2.0 -1.3 -1.3
O 1.8 -0.1 -0.2
S 2.0 1.2 0.2
N 1.0 0.3 1.7
O -0.6 -0.1 -0.7
O -0.7 -1.0 -1.5
H -0.1 0.3 -1.6
H -1.7 1.3 -0.5
H 0.1 -0.6 0.2
H -1.1 0.7 -0.3

These are the natural (NBO) partial charges, in e, on atoms 1 to 6:
1 N -0.88
2 C 0.48
3 O -0.51
4 S 2.16
5 N -1.09
6 O -0.89



ORCA calculation (ωB97M-V/def2-TZVPD) on a cluster of 2 separate species, CH4N2OS in total in a non-equilibrium geometry.

Computed properties:
- LUMO level (alpha / beta): -0.097 / -0.303 eV
- Electronic energy: -623.28097 Eh

Element x y z (Å)
C (0.3814, 0.9087, 2.1703)
N (-0.7356, 0.5632, 1.6970)
N (-0.1409, -0.7347, -2.3555)
O (0.2345, -0.1491, -1.2506)
S (-1.3990, 0.1486, 0.3602)
H (1.2723, 0.9996, 1.5612)
H (0.4470, 1.1298, 3.2257)
H (-0.3310, -1.7309, -2.2697)
H (-0.8247, -0.2242, -2.9138)

Forces on the atoms, in the same order (eV/Å):
C 0.0 0.0 0.0
N 0.5 0.3 1.1
N -0.3 -0.1 0.1
O 0.0 0.3 0.2
S -0.4 -0.6 -1.5
H 0.1 -0.1 -0.2
H 0.0 0.1 0.1
H 0.0 0.1 0.0
H 0.2 0.0 0.1

These are the natural (NBO) partial charges, in e, on atoms 1 to 6:
1 C -0.11
2 N -0.57
3 N -0.40
4 O -0.39
5 S 0.44
6 H 0.17



ORCA calculation (ωB97M-V/def2-TZVPD) on an isolated molecule of CH4N2OS in a non-equilibrium geometry.

Computed properties:
- LUMO level: 0.367 eV
- Electronic energy: -623.40969 Eh

Element x y z (Å)
N (-1.5042, -0.4292, -0.0359)
C (-0.4303, 0.4977, -0.0391)
O (-0.7163, 1.6427, -0.0213)
N (0.6701, -0.2465, 0.1976)
S (2.1438, 0.3479, -0.2274)
H (-2.2022, 0.0942, -0.5929)
H (-1.1612, -1.2060, -0.7490)
H (0.7584, -1.3255, 0.3839)
H (2.4419, 0.6247, 1.0841)

Forces on the atoms, in the same order (eV/Å):
N -0.1 -1.8 -3.9
C -3.3 -3.5 1.8
O 1.6 2.6 -0.5
N 2.4 -2.7 0.0
S 1.8 1.0 1.2
H -0.2 -0.6 0.8
H -1.3 1.6 2.1
H -1.5 3.1 -0.6
H 0.6 0.2 -0.9

These are the natural (NBO) partial charges, in e, on atoms 1 to 6:
1 N -0.83
2 C 0.77
3 O -0.58
4 N -0.83
5 S 0.21
6 H 0.38



ORCA calculation (ωB97M-V/def2-TZVPD) on a structure of composition CH4N2OS in a non-equilibrium geometry.

Computed properties:
- LUMO level: -0.502 eV
- Electronic energy: -623.19774 Eh

Element x y z (Å)
C (-0.0636, 0.9093, -0.3538)
H (-0.8496, -1.8847, 0.2627)
H (-2.0486, 0.5488, 0.6165)
H (-0.6511, 1.9137, -0.6461)
H (2.7102, -0.1024, 1.2398)
N (-0.9260, -0.0905, 0.1791)
N (1.2048, 0.7917, -0.4761)
O (-1.1894, -1.2844, -0.5663)
S (1.8135, -0.8016, -0.2560)

Forces on the atoms, in the same order (eV/Å):
C -1.3 1.0 -0.8
H -1.3 1.2 -3.5
H 4.1 -2.8 -2.2
H 1.9 -2.0 0.9
H -1.6 -1.9 -3.2
N -4.1 3.2 1.6
N -1.4 0.3 -0.7
O 1.6 -1.0 4.1
S 2.1 1.9 3.9

These are the natural (NBO) partial charges, in e, on atoms 1 to 6:
1 C 0.24
2 H 0.50
3 H 0.33
4 H 0.19
5 H 0.13
6 N -0.39



ORCA calculation (ωB97M-V/def2-TZVPD) on a structure of composition CH4N2OS2 in a non-equilibrium geometry.

Computed properties:
- LUMO level: 0.209 eV
- Electronic energy: -1021.57867 Eh

Element x y z (Å)
C (0.0714, -0.0007, 0.3055)
N (-2.8914, 0.3843, -0.1049)
N (2.6810, -0.2842, -0.1186)
O (0.0232, 1.1570, 0.5176)
S (-1.9582, -0.9982, -0.1715)
S (1.2370, -1.1910, 0.0227)
H (-2.6586, 1.0701, -0.8147)
H (-2.9431, 0.8045, 0.8154)
H (3.3657, -0.5217, 0.5910)
H (3.0729, -0.4201, -1.0425)

Forces on the atoms, in the same order (eV/Å):
C -3.0 -0.1 -0.7
N 0.2 0.1 0.0
N -0.1 -0.4 0.1
O 0.2 -0.3 0.0
S 2.1 0.9 0.6
S 0.9 -0.2 -0.1
H -0.1 -0.1 0.2
H 0.0 0.0 -0.1
H -0.2 0.0 0.0
H 0.0 0.1 0.1

These are the natural (NBO) partial charges, in e, on atoms 1 to 6:
1 C 0.29
2 N -0.97
3 N -0.98
4 O -0.52
5 S 0.17
6 S 0.48



ORCA calculation (ωB97M-V/def2-TZVPD) on an isolated molecule of CH4N2S in a non-equilibrium geometry.

Computed properties:
- LUMO level: 1.043 eV
- Electronic energy: -548.08186 Eh

Element x y z (Å)
S (-1.1926, -1.5332, 0.0700)
N (-0.6236, 0.0158, -0.4299)
C (0.3516, 0.7546, 0.7292)
N (0.8316, 0.1014, -0.4342)
H (-1.0750, -2.0578, -1.1547)
H (0.4029, 0.1891, 1.6419)
H (0.1775, 1.8191, 0.7705)
H (1.1275, 0.7110, -1.1928)

Forces on the atoms, in the same order (eV/Å):
S 0.1 -0.2 0.3
N 1.4 2.4 1.9
C -2.3 -1.5 -2.4
N 0.9 -0.6 0.0
H 0.0 -0.1 -0.1
H 0.2 -0.1 0.2
H 0.0 0.0 -0.1
H -0.3 0.2 0.2

These are the natural (NBO) partial charges, in e, on atoms 1 to 6:
1 S 0.14
2 N -0.43
3 C -0.08
4 N -0.49
5 H 0.11
6 H 0.20



ORCA calculation (ωB97M-V/def2-TZVPD) on an isolated molecule of CH4N2S in a non-equilibrium geometry.

Computed properties:
- LUMO level: 0.667 eV
- Electronic energy: -548.13307 Eh

Element x y z (Å)
N (-1.3318, -0.2501, 0.1370)
N (0.0126, -0.5213, -0.0666)
C (1.0904, 0.2744, -0.2510)
S (2.6551, -0.0786, -0.0271)
H (-1.8538, 0.4065, -0.5849)
H (-1.5760, 0.2969, 0.9676)
H (0.3285, -1.5145, 0.1454)
H (0.6750, 1.3868, -0.3204)

Forces on the atoms, in the same order (eV/Å):
N -2.6 2.4 -1.5
N 1.9 -2.3 0.2
C -2.6 3.3 1.2
S 0.1 -0.3 -0.4
H 2.1 -2.1 0.9
H 1.1 -0.5 0.4
H -1.2 1.6 -0.4
H 1.1 -2.0 -0.3

These are the natural (NBO) partial charges, in e, on atoms 1 to 6:
1 N -0.65
2 N -0.43
3 C -0.10
4 S -0.11
5 H 0.36
6 H 0.35



ORCA calculation (ωB97M-V/def2-TZVPD) on a cluster of 2 separate species, CH4N2S2 in total in a non-equilibrium geometry.

Computed properties:
- LUMO level: -0.512 eV
- Electronic energy: -946.23058 Eh

Element x y z (Å)
C (0.1039, 1.0772, 0.0383)
H (-2.8654, -0.4823, 1.5527)
H (-2.0818, 1.5016, 0.1838)
H (0.6520, 1.9963, -0.2441)
H (2.5826, -1.5885, 0.5630)
N (-1.2938, 0.8463, 0.0074)
N (0.6648, -0.0650, 0.0991)
S (-1.9948, -0.6214, -0.1472)
S (2.3380, -0.2136, -0.0422)

Forces on the atoms, in the same order (eV/Å):
C -0.4 -2.5 -0.6
H 1.7 -0.8 -3.2
H 1.9 0.2 -0.5
H -1.0 0.0 0.5
H -0.9 2.7 -1.2
N -1.3 3.3 -0.3
N 1.6 0.1 0.6
S -2.3 -0.8 3.6
S 0.8 -2.1 0.9

These are the natural (NBO) partial charges, in e, on atoms 1 to 6:
1 C 0.22
2 H 0.04
3 H 0.41
4 H 0.20
5 H 0.15
6 N -0.81



ORCA calculation (ωB97M-V/def2-TZVPD) on an isolated molecule of CH4N2S2 in a non-equilibrium geometry.

Computed properties:
- LUMO level: 0.376 eV
- Electronic energy: -946.32685 Eh

Element x y z (Å)
S (-1.6815, 1.2788, 0.3235)
N (-1.6840, -0.3665, -0.0662)
C (-0.5824, -0.9528, -0.1104)
N (0.7307, -0.4554, 0.1144)
S (1.5426, 0.6531, -1.0088)
H (-0.4833, 1.4704, 0.9460)
H (-0.5746, -2.0542, -0.3302)
H (1.3083, -1.3068, 0.2847)
H (1.4242, 1.7334, -0.1530)

Forces on the atoms, in the same order (eV/Å):
S -0.4 0.6 0.2
N -0.1 0.9 0.2
C 1.4 -1.8 -0.7
N 0.6 -1.1 -0.2
S -1.0 0.0 1.5
H -0.3 -0.3 -0.3
H -0.3 0.9 0.3
H -0.2 1.4 -0.3
H 0.3 -0.6 -0.8

These are the natural (NBO) partial charges, in e, on atoms 1 to 6:
1 S 0.18
2 N -0.56
3 C 0.24
4 N -0.80
5 S 0.17
6 H 0.09



ORCA calculation (ωB97M-V/def2-TZVPD) on an isolated molecule of CH4N2S2 in a non-equilibrium geometry.

Computed properties:
- LUMO level: 0.589 eV
- Electronic energy: -946.27293 Eh

Element x y z (Å)
S (0.8293, 3.1347, 0.0552)
S (-0.0997, 1.7393, 1.1263)
N (0.4472, 0.2877, 0.2459)
C (0.0587, -0.9959, 0.6233)
N (-0.6204, -0.4503, -0.4920)
H (-0.2684, 3.7211, -0.7470)
H (-0.6512, -1.0068, 1.5437)
H (0.7547, -1.6985, 0.3994)
H (-0.3165, -0.5155, -1.4486)

Forces on the atoms, in the same order (eV/Å):
S -1.4 1.5 -1.4
S -0.1 -1.4 0.0
N 0.1 2.1 -1.1
C -3.3 1.1 2.2
N -1.3 2.1 0.2
H 1.7 -1.2 1.2
H 1.5 -0.8 -1.5
H 2.0 -2.4 0.3
H 0.7 -0.9 0.0

These are the natural (NBO) partial charges, in e, on atoms 1 to 6:
1 S -0.12
2 S 0.26
3 N -0.43
4 C -0.08
5 N -0.50
6 H 0.14



ORCA calculation (ωB97M-V/def2-TZVPD) on a structure of composition CH4N2Si in a non-equilibrium geometry.

Computed properties:
- LUMO level: 0.116 eV
- Electronic energy: -439.27657 Eh

Element x y z (Å)
C (1.0132, -0.7985, 0.3190)
N (-0.0853, -1.6047, 0.5761)
N (0.0744, -0.1193, 0.9121)
Si (-1.2941, -0.4864, -0.0412)
H (1.6817, 1.5016, -0.3855)
H (2.2985, 2.0077, -0.7411)
H (-1.2403, -0.0893, -1.3543)
H (-2.4481, -0.4109, 0.7149)

Forces on the atoms, in the same order (eV/Å):
C 1.9 -0.9 -1.2
N -1.1 -3.1 -0.7
N -0.1 4.4 2.5
Si 1.1 -1.1 0.8
H 2.4 1.9 -1.3
H -2.3 -1.8 1.3
H -0.1 0.5 -2.0
H -1.8 0.1 0.7

These are the natural (NBO) partial charges, in e, on atoms 1 to 6:
1 C 0.28
2 N -0.64
3 N -0.66
4 Si 1.36
5 H -0.01
6 H 0.00